C2H4N2O2 | wB97M-V/def2-TZVPD

Last column: Mulliken charge in e.
Atoms and positions in Å:
H: -2.287 -0.747 -0.243  0.277
N: -2.086 0.202 -0.058  -0.745
C: -0.799 0.128 -0.019  0.539
N: 0.034 1.114 0.254  -0.282
O: 1.307 0.789 -0.288  -0.245
C: 1.228 -0.595 0.090  -0.049
O: -0.157 -0.988 -0.059  -0.352
H: -0.347 2.004 -0.222  0.341
H: 1.637 -1.215 -0.649  0.285
H: 1.470 -0.692 1.194  0.232

- Largest force on an atom: 0.11848 Eh/bohr
- Relative energy (zero: lowest compared OMol25 entry of this formula, charge and spin): 403.28 kJ/mol
- M: 88.07 g mol⁻¹
- Total charge: 0
- HOMO: -9.4 eV
- Frontier orbital gap: 0.374 Ha
- E_tot: -9211.0432 eV
- SMILES: [H]/N=C1/NOCO1